{
  "formula": "C19H33N5O3",
  "method": "ωB97M-V/def2-TZVPD",
  "lumo_ev": 0.3,
  "gap_ev": 11.11,
  "energy_ev": -33828.94298,
  "smiles": "COC(=O)OC.CCCC#N.CCCC#N.CCCC#N.CC#N.CC#N",
  "elements": ["C", "O", "C", "O", "O", "C", "H", "H", "H", "H", "H", "H", "C", "C", "C", "C", "N", "H", "H", "H", "H", "H", "H", "H", "C", "C", "C", "C", "N", "H", "H", "H", "H", "H", "H", "H", "C", "C", "C", "C", "N", "H", "H", "H", "H", "H", "H", "H", "C", "C", "N", "H", "H", "H", "C", "C", "N", "H", "H", "H"],
  "coordinates": [[16.9326, 9.6742, 6.0827], [15.6267, 9.3832, 6.5566], [14.6128, 9.2646, 5.6778], [14.6869, 9.5161, 4.4429], [13.5245, 8.9441, 6.3620], [12.2799, 8.8403, 5.6674], [17.1284, 9.0630, 5.2016], [17.6793, 9.3475, 6.8064], [17.1628, 10.7028, 5.8052], [11.4352, 8.5684, 6.3004], [12.3229, 8.0085, 4.9643], [12.0849, 9.7692, 5.1315], [11.0459, 13.0510, 4.4870], [10.0335, 13.9232, 5.1530], [10.5580, 15.1481, 5.9244], [11.4844, 16.1111, 5.1748], [12.2218, 16.8380, 4.5842], [10.5752, 12.2546, 3.9105], [11.6813, 12.4249, 5.1134], [11.7683, 13.5092, 3.8116], [9.5139, 13.1937, 5.7742], [9.3339, 14.3132, 4.4137], [11.1420, 14.7483, 6.7534], [9.7081, 15.7768, 6.1902], [6.8175, 10.6499, 9.1999], [8.0630, 9.7994, 9.5020], [8.4946, 9.1594, 8.1435], [9.1867, 10.0266, 7.2233], [9.7526, 10.7499, 6.5193], [6.9413, 11.1241, 8.2263], [6.7544, 11.4698, 9.9153], [5.8931, 10.0792, 9.2886], [7.6753, 9.0070, 10.1422], [8.8907, 10.3613, 9.9348], [7.7020, 8.7180, 7.5393], [9.1670, 8.3202, 8.3216], [12.8970, 17.5836, 9.2429], [13.2891, 16.9455, 10.5783], [13.5734, 15.4166, 10.4780], [12.4468, 14.7718, 9.8223], [11.5539, 14.2814, 9.2628], [13.6345, 17.3917, 8.4636], [12.8069, 18.6644, 9.3512], [11.9846, 17.1398, 8.8447], [12.4228, 17.1297, 11.2136], [14.1887, 17.3989, 10.9947], [13.7894, 14.9409, 11.4347], [14.5193, 15.2314, 9.9689], [12.8737, 7.2885, 9.4593], [11.7433, 7.9877, 10.1062], [10.8529, 8.5402, 10.6392], [13.0453, 7.4648, 8.3975], [12.6820, 6.2215, 9.5725], [13.7150, 7.6824, 10.0296], [12.7569, 11.2412, 8.2433], [13.7540, 11.9822, 9.0700], [14.5142, 12.5510, 9.7539], [11.7812, 11.7263, 8.2725], [12.5849, 10.2367, 8.6300], [13.0067, 11.2257, 7.1824]],
  "lowdin_charge": [-0.05, -0.01, -0.55, 0.08, -0.05, -0.04, 0.09, 0.09, 0.10, 0.07, 0.10, 0.09, -0.15, -0.27, -0.17, -0.19, 0.10, 0.07, 0.04, 0.07, 0.08, 0.11, 0.07, 0.11, -0.11, -0.23, -0.20, -0.21, 0.19, 0.07, 0.07, 0.08, 0.10, 0.10, 0.12, 0.10, -0.11, -0.24, -0.20, -0.24, 0.16, 0.08, 0.07, 0.06, 0.11, 0.10, 0.11, 0.10, -0.05, -0.25, 0.15, 0.06, 0.08, 0.09, -0.06, -0.23, 0.13, 0.05, 0.05, 0.07]
}



{
  "formula": "C19H34BF9NO8P",
  "method": "ωB97M-V/def2-TZVPD",
  "lumo_ev": 0.2,
  "gap_ev": 7.85,
  "energy_ev": -72543.87344,
  "smiles": "CCCN[C@@H](OCB(O)OCC)[C@@](C[C@H](C)O)(C[C@@H](C)O)O[C@@H](P(O)O)C(F)(F)C(F)(F)C(F)(F)C(F)(F)F",
  "elements": ["C", "C", "C", "N", "C", "O", "C", "B", "O", "O", "C", "C", "C", "C", "C", "C", "O", "C", "C", "C", "O", "O", "C", "P", "O", "O", "C", "F", "F", "C", "F", "F", "C", "F", "F", "C", "F", "F", "F", "H", "H", "H", "H", "H", "H", "H", "H", "H", "H", "H", "H", "H", "H", "H", "H", "H", "H", "H", "H", "H", "H", "H", "H", "H", "H", "H", "H", "H", "H", "H", "H", "H", "H"],
  "coordinates": [[0.6222, -4.4798, 0.7119], [1.8675, -4.0017, 1.6244], [2.6827, -2.7995, 0.9459], [2.3522, -1.4442, 1.4522], [1.1713, -0.8339, 0.7927], [0.2218, -0.2392, 1.7020], [-0.4684, -1.2284, 2.4892], [-1.9604, -1.5803, 1.9053], [-2.8058, -0.5063, 1.4843], [-2.3131, -2.9729, 1.9093], [-3.7282, -3.1881, 1.6784], [-3.9402, -3.2865, 0.0911], [1.5496, 0.3638, -0.2521], [3.0699, 0.7802, -0.1782], [3.6389, 1.4164, 1.1534], [2.6702, 1.5909, 2.3898], [4.1979, 2.7353, 0.8179], [1.3704, -0.3430, -1.7038], [-0.0959, -0.5591, -2.2229], [-0.0664, -1.9242, -3.1127], [-1.1457, -0.7563, -1.2566], [0.5513, 1.3747, -0.1447], [0.9295, 2.7112, -0.3605], [1.4880, 3.2464, -2.0898], [1.4385, 4.9338, -2.3361], [0.8511, 2.3323, -3.3735], [-0.3934, 3.5839, 0.0266], [-0.0461, 4.9459, 0.2395], [-0.7614, 3.1056, 1.3239], [-1.5763, 3.4974, -1.0292], [-1.4789, 4.5743, -1.9249], [-1.6467, 2.3145, -1.7587], [-2.9989, 3.6200, -0.2665], [-3.3051, 2.3724, 0.3222], [-3.0214, 4.6673, 0.6589], [-4.2220, 3.9056, -1.2707], [-5.3838, 3.8114, -0.4663], [-4.2334, 5.2084, -1.7681], [-4.3763, 2.9403, -2.2537], [0.1279, -5.4165, 1.1410], [0.9764, -4.7374, -0.3445], [-0.1801, -3.6842, 0.6074], [2.5652, -4.9134, 1.6749], [1.5507, -3.8005, 2.6955], [3.7871, -3.0006, 1.1089], [2.4975, -2.8892, -0.1816], [2.2540, -1.4200, 2.4735], [0.6367, -1.6978, 0.2536], [-0.6650, -0.7419, 3.5150], [0.1188, -2.1742, 2.7063], [-2.9316, -0.5219, 0.5145], [-4.3873, -2.4082, 2.1683], [-4.0253, -4.2112, 2.1041], [-3.2472, -4.0977, -0.3008], [-5.0205, -3.5689, -0.1028], [-3.6670, -2.3212, -0.4583], [3.3893, 1.4636, -1.0448], [3.6697, -0.1823, -0.3676], [4.5325, 0.7897, 1.5050], [1.5923, 1.8520, 2.1435], [2.7191, 0.6819, 3.0757], [3.0610, 2.4652, 3.0237], [5.1641, 2.6074, 0.8197], [1.8689, -1.3744, -1.6056], [2.0609, 0.2432, -2.4093], [-0.4897, 0.2238, -2.9599], [0.8464, -1.8168, -3.7932], [-1.0390, -1.9306, -3.7092], [-0.0200, -2.8367, -2.4394], [-1.3183, -1.7058, -1.0954], [1.7153, 3.1370, 0.3641], [0.8010, 5.1838, -3.0475], [0.3511, 2.9154, -3.9848]],
  "lowdin_charge": [-0.12, -0.22, -0.21, -0.01, -0.25, -0.12, -0.07, -0.49, 0.11, -0.01, -0.22, -0.07, -0.32, -0.09, -0.36, -0.04, -0.10, -0.08, -0.37, -0.05, -0.07, -0.08, -0.32, 0.96, -0.29, -0.30, -0.27, 0.07, 0.07, -0.25, 0.09, 0.11, -0.22, 0.11, 0.12, -0.36, 0.09, 0.12, 0.13, 0.08, 0.08, 0.04, 0.11, 0.10, 0.11, 0.11, 0.11, 0.14, 0.14, 0.10, 0.09, 0.13, 0.13, 0.09, 0.08, 0.07, 0.10, 0.13, 0.14, 0.08, 0.08, 0.10, 0.09, 0.11, 0.12, 0.13, 0.09, 0.09, 0.08, 0.08, 0.15, 0.06, 0.06]
}



{
  "formula": "C19H34BN3O4Si2",
  "method": "ωB97M-V/def2-TZVPD",
  "lumo_ev": 0.2,
  "gap_ev": 8.77,
  "energy_ev": -49352.98792,
  "elements": ["C", "C", "C", "C", "Si", "C", "C", "C", "C", "C", "C", "C", "C", "O", "Si", "O", "C", "B", "O", "O", "H", "H", "H", "H", "H", "H", "H", "H", "H", "H", "H", "H", "H", "H", "H", "H", "H", "H", "H", "H", "H", "H", "H", "H", "H", "C", "C", "N", "H", "H", "H", "C", "C", "N", "H", "H", "H", "C", "C", "N", "H", "H", "H"],
  "coordinates": [[2.9488, -3.4955, 0.6697], [1.7786, -3.7183, -0.3119], [1.6296, -2.6740, -1.4367], [2.9503, -2.2418, -2.0787], [0.6410, -1.1797, -0.8725], [1.4503, -0.4480, 0.6500], [0.9139, 0.8852, 1.1276], [1.0349, 1.1873, 2.4884], [0.5348, 2.3723, 3.0115], [-0.0675, 3.3047, 2.1761], [-0.1783, 3.0267, 0.8105], [-0.8217, 4.0509, -0.0907], [0.3045, 1.8256, 0.2982], [-0.9056, -1.7336, -0.4842], [-2.2634, -0.9030, -0.9024], [-2.1408, -0.2367, -2.4241], [-3.6786, -2.1286, -0.8810], [-3.9386, -2.6397, 0.5901], [-4.4449, -3.9109, 0.8514], [-3.6859, -1.8412, 1.6745], [2.5654, -3.1939, 1.6404], [3.6368, -2.7188, 0.3592], [3.4725, -4.4296, 0.8373], [1.8256, -4.7248, -0.7193], [0.8597, -3.6947, 0.2754], [1.0204, -3.1392, -2.2162], [3.4456, -1.5149, -1.4412], [3.6255, -3.0886, -2.1920], [2.7997, -1.7542, -3.0337], [0.5845, -0.1938, -1.9654], [1.2614, -1.1627, 1.4533], [2.5325, -0.4228, 0.5473], [1.5055, 0.4737, 3.1499], [0.6419, 2.5735, 4.0676], [-0.4449, 4.2341, 2.5709], [-0.7042, 3.7855, -1.1354], [-0.3470, 5.0061, 0.1087], [-1.8766, 4.1830, 0.1366], [0.2102, 1.6349, -0.7606], [-2.5083, 0.2127, 0.0331], [-2.7524, 0.5035, -2.4885], [-3.3858, -2.9950, -1.4718], [-4.5807, -1.6932, -1.3025], [-3.8728, -4.5856, 0.4756], [-4.1676, -2.2187, 2.4225], [-1.2675, -1.6336, 3.6844], [0.0877, -2.0067, 4.0644], [1.1681, -2.2701, 4.3324], [-1.2627, -0.6340, 3.2509], [-1.6514, -2.3333, 2.9457], [-1.9129, -1.6436, 4.5610], [-4.7237, 5.6315, -0.8403], [-3.4755, 6.3593, -1.0275], [-2.4963, 6.9311, -1.1738], [-5.1487, 5.3730, -1.8080], [-4.5384, 4.7186, -0.2770], [-5.4326, 6.2497, -0.2934], [5.9969, 0.6974, -3.9130], [4.7507, 0.7995, -3.1658], [3.7736, 0.8795, -2.5785], [6.3660, -0.3257, -3.8761], [5.8290, 0.9788, -4.9504], [6.7420, 1.3612, -3.4795]],
  "lowdin_charge": [-0.10, -0.25, -0.42, -0.14, 0.57, -0.18, -0.26, -0.07, -0.08, -0.05, -0.27, -0.06, -0.03, -0.27, 0.35, -0.17, -0.11, -0.72, 0.13, 0.13, 0.05, 0.06, 0.07, 0.10, 0.08, 0.10, 0.03, 0.08, 0.06, 0.03, 0.06, 0.09, 0.10, 0.10, 0.11, 0.08, 0.08, 0.06, 0.09, 0.04, 0.05, 0.08, 0.08, 0.10, 0.11, -0.06, -0.29, 0.14, 0.08, 0.07, 0.09, -0.07, -0.29, 0.14, 0.08, 0.08, 0.08, -0.06, -0.27, 0.15, 0.08, 0.08, 0.08]
}



{
  "formula": "C19H34Br2F3INbO4",
  "method": "ωB97M-V/def2-TZVPD",
  "lumo_ev": 1.9,
  "charge": -1,
  "gap_ev": 6.71,
  "energy_ev": -186328.93611,
  "elements": ["C", "C", "Br", "C", "Br", "Nb", "I", "C", "C", "C", "F", "C", "F", "F", "H", "H", "H", "H", "H", "H", "H", "H", "H", "H", "C", "C", "O", "C", "H", "H", "H", "H", "H", "H", "C", "C", "O", "C", "H", "H", "H", "H", "H", "H", "C", "C", "O", "C", "H", "H", "H", "H", "H", "H", "C", "C", "O", "C", "H", "H", "H", "H", "H", "H"],
  "coordinates": [[3.9038, 4.5612, 1.1538], [2.8455, 5.0330, 0.2068], [3.5628, 5.9618, -1.2839], [1.5226, 4.8641, 0.2933], [0.9887, 3.9486, 1.9064], [-0.2015, 5.4608, -1.0998], [0.5565, 4.2130, -3.4997], [-1.2202, 6.4689, 0.5908], [-2.7006, 6.1925, 0.8642], [-3.1202, 4.7960, 1.0902], [-2.4408, 4.0975, 2.0125], [-4.1417, 4.1969, 0.5044], [-4.7943, 4.6378, -0.5559], [-4.6560, 3.0302, 0.8868], [3.7687, 3.5046, 1.3643], [3.8495, 5.1294, 2.0791], [4.8891, 4.6943, 0.7244], [0.6648, 7.0189, -1.5747], [-1.6939, 6.1069, -1.9279], [-1.0584, 3.8671, -0.6858], [-1.1594, 7.5262, 0.3296], [-0.6566, 6.3476, 1.5135], [-2.9956, 6.7329, 1.7714], [-3.3203, 6.5845, 0.0627], [0.7307, 0.4619, -2.5964], [1.5962, 0.3102, -1.3755], [1.6154, 1.1484, -0.5078], [2.4192, -0.9567, -1.2751], [0.2030, 1.4092, -2.5440], [1.3408, 0.4427, -3.5023], [0.0067, -0.3501, -2.6379], [3.1138, -1.0307, -2.1134], [1.7668, -1.8326, -1.2955], [2.9809, -0.9496, -0.3430], [0.1605, -5.3819, 0.7991], [-0.0297, -4.2889, -0.2243], [0.4845, -4.3443, -1.3160], [-0.8908, -3.1145, 0.1794], [0.7969, -6.1588, 0.3861], [0.6266, -4.9838, 1.7006], [-0.8023, -5.8162, 1.0728], [-0.4667, -2.6209, 1.0554], [-1.8960, -3.4577, 0.4308], [-0.9489, -2.4020, -0.6406], [-3.2252, 1.5488, -1.0930], [-3.2632, 0.1835, -1.7304], [-2.3415, -0.2329, -2.3904], [-4.5097, -0.6452, -1.5032], [-2.2834, 2.0434, -1.3237], [-4.0513, 2.1595, -1.4616], [-3.3242, 1.4631, -0.0099], [-5.3834, -0.1184, -1.8895], [-4.6552, -0.8148, -0.4351], [-4.4103, -1.6015, -2.0116], [3.1714, -9.4197, 3.1022], [2.7697, -8.1307, 2.4225], [1.9049, -7.4208, 2.8737], [3.5076, -7.7787, 1.1523], [2.5733, -9.5599, 3.9986], [3.0162, -10.2632, 2.4279], [4.2276, -9.3865, 3.3736], [3.3643, -8.5613, 0.4056], [4.5761, -7.6874, 1.3532], [3.1363, -6.8360, 0.7598]],
  "lowdin_charge": [-0.22, -0.92, 0.62, -0.86, 0.61, 0.97, -0.04, -0.42, -0.24, -0.28, 0.05, -0.35, 0.12, 0.10, 0.06, 0.07, 0.04, -0.16, -0.12, -0.11, 0.03, 0.01, 0.11, 0.10, -0.05, -0.50, 0.05, -0.02, -0.01, 0.08, 0.06, 0.08, 0.06, 0.08, -0.03, -0.50, 0.06, -0.02, 0.06, 0.09, 0.09, 0.09, 0.08, 0.07, -0.02, -0.49, 0.06, -0.03, 0.05, 0.09, 0.09, 0.08, 0.08, 0.07, -0.03, -0.50, 0.07, -0.02, 0.08, 0.08, 0.08, 0.09, 0.09, 0.07]
}